# 1
{
  "formula": "C7H11NO",
  "method": "ωB97M-V with the def2-TZVPD basis set",
  "charge": 0,
  "gap_ev": 9.99,
  "relative_energy_kcal_mol": 68.7,
  "spin_multiplicity": 1,
  "total_energy_ev": -10972.2953,
  "e_homo_ev": -9.06,
  "elements": ["C", "C", "C", "C", "C", "C", "C", "H", "H", "H", "H", "H", "H", "H", "H", "H", "H", "H", "N", "O"],
  "positions_angstrom": [[2.714913, -0.738220, -0.038001], [1.222808, -0.588045, 0.038129], [0.284742, -1.538918, -0.140102], [-1.033855, -0.902300, 0.234337], [-2.495269, -0.586602, -0.208676], [-0.784328, 0.535219, -0.149030], [0.619856, 0.788739, 0.395796], [3.164565, -0.551406, 0.941287], [3.013059, -1.737231, -0.376092], [3.132493, 0.000216, -0.732973], [0.487248, -2.595872, -0.334026], [-1.133060, -0.912795, 1.328263], [-2.666633, -0.660045, -1.293803], [-3.301274, -1.079453, 0.346423], [-2.620950, 1.545603, -0.361440], [-0.685370, 0.565567, -1.255203], [0.622522, 0.930919, 1.487375], [1.318927, 1.800590, -1.083446], [-2.178146, 0.831186, 0.222415], [1.342787, 1.882047, -0.127247]],
  "forces_ev_per_a": [[-0.148, -0.041, -0.173], [0.105, -0.457, -0.137], [0.133, -0.054, 0.111], [-0.026, 0.162, -0.054], [0.022, -0.100, -0.030], [0.377, -0.144, -0.086], [-0.294, 0.004, 0.271], [0.019, 0.015, -0.061], [-0.137, 0.178, 0.099], [-0.001, -0.121, 0.167], [-0.051, 0.401, 0.009], [0.142, -0.060, -0.034], [0.090, -0.047, 0.222], [0.140, 0.204, -0.131], [0.171, -0.264, 0.274], [0.036, 0.015, 0.187], [-0.081, -0.078, -0.194], [0.056, 0.090, -0.230], [-0.516, 0.265, -0.255], [-0.039, 0.033, 0.045]]
}

---

# 2
{
  "formula": "C7H11NO",
  "method": "ωB97M-V with the def2-TZVPD basis set",
  "charge": 0,
  "gap_ev": 9.55,
  "relative_energy_kcal_mol": 83.3,
  "spin_multiplicity": 1,
  "total_energy_ev": -10971.6647,
  "e_homo_ev": -9.22,
  "elements": ["H", "N", "C", "C", "C", "C", "C", "O", "H", "H", "H", "H", "H", "H", "C", "C", "H", "H", "H", "H"],
  "positions_angstrom": [[-1.960785, -1.219061, -0.867281], [-1.421991, -0.380123, -1.079771], [-0.544010, -0.106834, -0.167652], [0.335105, 1.075738, -0.397935], [0.354895, 1.702969, -1.578624], [-0.929498, -0.359899, 1.295410], [-1.612849, 0.771579, 2.012690], [-0.851746, -1.471415, 1.760951], [0.805047, 1.527589, 0.472168], [0.997815, 2.549547, -1.772715], [-0.195837, 1.287209, -2.407417], [-0.989924, 1.637945, 2.204088], [-2.506022, 1.117046, 1.487926], [-1.977331, 0.430287, 2.996544], [1.185511, -1.807631, -0.731278], [2.190544, -0.906127, -0.583267], [0.979990, -2.251100, -1.696504], [0.805870, -2.387696, 0.095871], [2.775967, -0.589010, -1.436031], [2.559248, -0.621013, 0.392829]],
  "forces_ev_per_a": [[-0.330, 0.268, 0.482], [1.641, -0.769, 0.277], [-2.548, 2.315, -0.359], [-0.585, 0.992, -0.579], [0.428, -0.531, 0.539], [0.217, -1.430, -0.644], [-0.599, 0.110, 0.983], [-0.014, 0.109, 0.376], [0.292, -0.288, -0.122], [-0.123, 0.174, 0.158], [-0.088, -0.032, -0.106], [0.280, 0.123, -0.265], [0.233, -0.040, -0.368], [0.360, -0.152, -0.408], [2.617, -0.184, 0.123], [-0.734, -2.014, -0.239], [-0.258, 0.414, -0.209], [-0.392, 0.435, 0.325], [-0.247, 0.356, -0.039], [-0.150, 0.143, 0.072]]
}

---

# 3
{
  "formula": "C7H11NO",
  "method": "ωB97M-V with the def2-TZVPD basis set",
  "charge": 0,
  "gap_ev": 9.30,
  "relative_energy_kcal_mol": 82.4,
  "spin_multiplicity": 1,
  "total_energy_ev": -10971.7014,
  "e_homo_ev": -8.49,
  "elements": ["C", "C", "C", "C", "C", "C", "C", "H", "H", "H", "H", "H", "H", "H", "H", "H", "H", "H", "N", "O"],
  "positions_angstrom": [[0.747907, 1.064591, -0.128008], [0.923829, -0.040655, 0.917655], [1.892367, -0.702374, -0.083955], [0.842799, -0.039042, -1.119361], [-1.664751, -0.340056, -0.887852], [-1.675449, -0.154987, 0.634740], [-0.357291, -0.854902, 0.695973], [-0.395120, 2.302411, 0.764514], [1.751215, 1.537405, -0.189201], [1.206081, 0.120017, 1.966946], [2.047527, -1.780131, -0.120893], [2.881183, -0.262792, -0.146222], [1.059920, 0.170063, -2.111115], [-1.640213, 0.614218, -1.415368], [-2.411670, -1.042339, -1.268851], [-2.554633, -0.511852, 1.260901], [-1.596036, 0.838365, 1.044164], [-0.410282, -1.922652, 1.209076], [-0.313022, -0.984660, -0.826687], [-0.334357, 1.989377, -0.196448]],
  "forces_ev_per_a": [[1.641, 1.222, 0.012], [-0.723, -0.760, 1.318], [-0.411, 0.628, -1.192], [-0.652, -2.665, 2.172], [0.037, 0.396, 0.106], [-2.314, 0.120, 1.792], [0.954, -3.344, 0.213], [-0.085, -0.179, -2.195], [-0.669, 0.643, 0.112], [-0.046, 0.239, -0.323], [-0.642, 0.011, 0.094], [0.033, 0.444, 0.155], [0.235, 0.025, -1.961], [-0.388, -0.300, -0.252], [0.080, 0.256, -0.047], [1.056, -0.484, -1.032], [-0.158, 0.357, -0.466], [0.490, 2.159, -0.863], [0.395, 0.627, -0.090], [1.164, 0.606, 2.447]]
}

---

# 4
{
  "formula": "C7H11NO",
  "method": "ωB97M-V with the def2-TZVPD basis set",
  "charge": 0,
  "gap_ev": 9.21,
  "relative_energy_kcal_mol": 166.4,
  "spin_multiplicity": 1,
  "total_energy_ev": -10968.0616,
  "e_homo_ev": -8.28,
  "elements": ["C", "C", "C", "N", "C", "C", "C", "O", "C", "H", "H", "H", "H", "H", "H", "H", "H", "H", "H", "H"],
  "positions_angstrom": [[-0.043864, 2.139976, 0.096265], [-0.487735, 0.845258, 0.245593], [-2.042781, 0.672871, 0.094854], [-2.141881, -0.798322, -0.435009], [-0.907556, -1.429818, -0.398648], [-0.002809, -1.607377, 0.900274], [0.316119, -0.439121, -0.112820], [1.431570, -0.517028, -0.754272], [2.484681, 0.010279, 0.007203], [-0.827062, 2.753668, -0.253854], [0.919822, 2.628355, -0.427106], [-2.555947, 0.617261, 1.080948], [-2.650520, 1.413454, -0.354450], [-2.273828, -0.824661, -1.382660], [-0.882859, -2.274309, -1.167596], [0.778184, -2.481232, 0.742338], [-0.158808, -1.448208, 2.057021], [2.686827, 1.287426, 0.132302], [3.304412, 0.019617, -0.973270], [3.054038, -0.568086, 0.902890]],
  "forces_ev_per_a": [[1.421, -1.061, -2.465], [1.199, 2.319, -2.595], [1.503, -4.251, 2.520], [-1.258, 2.210, 2.432], [3.611, -1.039, 1.423], [1.045, -0.728, -0.004], [-7.019, -1.758, 3.860], [2.782, 1.288, -0.564], [6.954, 2.738, -2.916], [-1.063, 1.193, 0.591], [-1.528, -1.878, 2.106], [0.697, -0.101, -0.186], [0.080, 0.651, -1.514], [-1.433, 0.641, -2.880], [0.521, 1.225, 1.278], [-1.753, 1.803, 0.242], [-0.348, -0.110, -2.612], [-1.828, -3.714, 0.212], [-1.377, -0.417, 3.099], [-2.206, 0.988, -2.026]]
}

---

# 5
{
  "formula": "C7H11NO2",
  "method": "ωB97M-V with the def2-TZVPD basis set",
  "charge": 0,
  "gap_ev": 8.41,
  "relative_energy_kcal_mol": 111.3,
  "spin_multiplicity": 1,
  "total_energy_ev": -13018.4558,
  "e_homo_ev": -8.56,
  "elements": ["C", "C", "C", "C", "C", "O", "H", "H", "H", "H", "H", "H", "H", "N", "C", "O", "C", "H", "H", "H", "H"],
  "positions_angstrom": [[2.186618, -1.291899, 0.660877], [1.338583, -0.857232, -0.434783], [1.838410, 0.155795, -1.429067], [0.062065, -1.172162, -0.379406], [-0.891395, -2.023644, -0.195933], [-1.934819, -2.610040, -0.312982], [2.231256, -0.599216, 1.492135], [1.823783, -2.141086, 1.221569], [3.304434, -1.395586, 0.344264], [2.375866, 0.823017, -0.849460], [2.446919, -0.306253, -2.316080], [0.909056, 0.768676, -1.719544], [0.210622, 1.332032, 2.117069], [-0.392736, 0.493159, 2.015724], [-1.266925, 0.626232, 1.154013], [-1.343179, 1.727481, 0.350909], [-2.491988, 1.679109, -0.577373], [-2.053718, -0.114631, 1.085230], [-2.465630, 2.508170, -1.167181], [-3.373067, 1.631801, 0.150670], [-2.514155, 0.766279, -1.210650]],
  "forces_ev_per_a": [[3.422, -0.611, 0.451], [-0.517, 0.313, -0.064], [-1.997, -0.874, -1.773], [-0.909, -1.343, -0.844], [-2.177, -0.227, -0.952], [2.269, 0.836, 0.725], [-0.163, 1.023, -0.088], [-0.053, -0.699, -0.504], [-1.870, -0.134, 0.495], [1.868, 1.443, 0.734], [-1.215, 1.010, 1.702], [1.506, -1.135, -0.341], [-0.345, -0.643, -0.413], [1.400, 0.383, 1.898], [-0.622, 1.277, -0.573], [-0.805, -0.679, -1.147], [-0.634, -3.053, 3.589], [-0.206, -0.073, -0.476], [0.026, 2.401, -1.341], [0.678, 0.348, -1.561], [0.344, 0.435, 0.484]]
}

---

no.,lowest unoccupied orbital energy (eV)
1,0.93
2,0.33
3,0.81
4,0.93
5,-0.15